Molecular formula: C2H7N4S
Method: DFT, ωB97M-V with the def2-TZVPD basis set

Its SMILES is NC1=N[N@H+](N)CS1. The frontier orbital gap comes out at 9.47 eV. As for the HOMO energy: -0.490 Ha. Its spin multiplicity is 1. Its net charge is +1.

Each line ends with the Mulliken charge.
CARTESIAN COORDINATES (ANGSTROEM)
N: -2.235 1.143 -0.282  -0.312
C: -1.260 0.380 0.085  0.401
N: 0.122 0.964 0.749  -0.625
N: 1.054 -0.095 0.443  0.330
N: 1.755 0.088 -0.785  -0.695
C: 0.474 -1.459 0.455  -0.417
S: -1.253 -1.331 0.012  -0.042
H: -2.295 2.117 -0.305  0.256
H: -3.214 0.800 -0.209  0.270
H: 1.878 -0.008 1.105  0.422
H: 2.306 0.967 -0.604  0.343
H: 1.033 0.402 -1.619  0.321
H: 1.023 -2.039 -0.466  0.380
H: 0.611 -1.929 1.419  0.368



Molecular formula: H5NS
Method: DFT, ωB97M-V with the def2-TZVPD basis set

Its SMILES is N.S. The frontier orbital gap comes out at 10.66 eV. As for the HOMO energy: -0.366 Ha. Its spin multiplicity is 1.

Each line ends with the Mulliken charge.
CARTESIAN COORDINATES (ANGSTROEM)
N: -2.403 -0.675 0.708  -0.694
H: -2.303 -0.480 1.743  0.241
H: -2.629 0.319 0.199  0.258
H: -1.390 -0.827 0.481  0.200
S: 1.245 0.392 -0.346  -0.327
H: 1.315 -1.045 -0.338  0.168
H: 1.903 0.486 -1.505  0.154



Molecular formula: C15H42Mn2NO20S5
Method: DFT, ωB97M-V with the def2-TZVPD basis set

The frontier orbital gap (spin up / spin down) comes out at 8.89 / 9.16 eV. As for the HOMO energy (spin up / spin down): -0.432 / -0.453 Ha. Its spin multiplicity is 11. As for the expectation value of S²: 30.0062. Its net charge is +1.

Each line ends with the Mulliken charge.
CARTESIAN COORDINATES (ANGSTROEM)
Mn: -0.658 -2.199 -1.636  0.963
Mn: -2.478 -2.590 0.795  0.823
N: -3.629 -2.504 -2.112  0.931
O: -2.524 -2.115 -2.587  -0.563
O: -3.939 -2.148 -0.941  -0.570
O: -4.362 -3.216 -2.781  -0.554
O: -1.215 -3.711 -0.407  -0.439
H: -1.215 -4.612 -0.721  0.013
O: -1.340 -1.090 -0.018  1.639
H: -1.316 -0.144 0.079  -0.583
O: -0.650 -5.117 3.161  -0.622
S: -0.804 -3.727 3.454  1.105
O: -1.191 -2.831 2.373  -1.035
O: -1.838 -3.426 4.634  -0.218
C: -1.984 -4.432 5.678  -0.184
C: -3.020 -5.468 5.263  -1.190
C: 0.669 -3.068 4.197  -1.065
H: -2.314 -3.893 6.562  0.389
H: -1.048 -4.955 5.880  0.297
H: -3.861 -5.032 4.720  0.295
H: -3.502 -5.860 6.162  0.391
H: -2.589 -6.251 4.645  0.325
H: 0.507 -2.004 4.365  0.414
H: 1.663 -3.265 3.805  0.349
H: 0.677 -3.501 5.202  0.415
O: -1.008 4.353 1.259  -0.634
S: 0.168 4.383 0.430  1.132
O: 0.310 5.345 -0.618  -0.644
O: 1.473 4.506 1.397  -0.245
C: 1.752 5.763 2.010  -0.256
C: 2.070 5.549 3.480  -1.172
C: 0.538 2.693 -0.181  -0.346
H: 0.941 6.494 2.013  0.340
H: 2.631 6.160 1.501  0.271
H: 2.291 6.508 3.948  0.383
H: 2.945 4.907 3.599  0.300
H: 1.226 5.077 3.984  0.290
H: -0.088 2.599 -1.059  -0.335
H: 0.215 2.114 0.681  0.286
H: 1.611 2.705 -0.322  0.516
O: -0.063 0.005 -2.346  -0.491
S: 1.088 0.576 -2.984  1.174
O: 2.164 0.966 -2.111  -0.642
O: 1.640 -0.401 -4.147  -0.238
C: 3.004 -0.359 -4.504  -0.168
C: 3.446 -1.718 -5.079  -1.208
C: 0.735 2.097 -3.868  -1.014
H: 3.703 -0.060 -3.718  0.276
H: 3.195 0.440 -5.233  0.376
H: 4.488 -1.671 -5.388  0.394
H: 2.829 -2.115 -5.879  0.325
H: 3.413 -2.381 -4.212  0.262
H: 0.548 2.871 -3.130  0.261
H: -0.083 2.050 -4.580  0.404
H: 1.669 2.345 -4.371  0.405
O: -2.831 5.000 -1.806  -0.593
S: -3.060 3.708 -2.362  1.067
O: -2.073 3.081 -3.194  -0.494
O: -3.345 2.795 -1.076  -0.224
C: -3.839 1.462 -1.277  0.339
C: -4.553 0.985 -0.033  -1.191
C: -4.702 3.766 -3.165  -1.020
H: -2.962 0.846 -1.484  -0.267
H: -4.515 1.273 -2.116  0.271
H: -5.179 0.101 -0.112  0.336
H: -5.195 1.724 0.452  0.391
H: -3.729 0.833 0.675  0.152
H: -4.646 4.381 -4.060  0.387
H: -5.359 4.331 -2.501  0.367
H: -5.164 2.796 -3.307  0.337
O: 1.358 -2.446 -1.138  -0.561
S: 2.184 -2.301 0.038  0.862
O: 2.442 -3.419 0.899  -0.615
O: 3.553 -1.758 -0.526  -0.182
C: 4.758 -1.898 0.250  -0.311
C: 5.738 -0.743 -0.020  -1.006
C: 1.692 -0.889 0.992  -0.475
H: 5.152 -2.880 -0.012  0.382
H: 4.662 -1.985 1.337  0.345
H: 5.336 -0.198 -0.879  0.201
H: 6.654 -1.178 -0.412  0.332
H: 5.863 -0.066 0.815  0.323
H: 2.501 -0.793 1.718  0.511
H: 0.789 -1.214 1.511  0.108
H: 1.583 0.044 0.451  -0.098



The records above yield E values of -697.2270; -455.9077; -6448.9197 a.u., respectively.